{
  "formula": "C3H6N2O3",
  "method": "ωB97M-V/def2-TZVPD",
  "species": ["H", "N", "C", "C", "O", "C", "N", "O", "O", "H", "H", "H", "H", "H"],
  "xyz": [[-2.5832, 1.1151, -1.3279], [-1.8150, 1.4385, -0.7367], [-1.0701, 0.5561, -0.2816], [-0.5660, -0.8388, -0.2315], [-0.0179, -1.4166, -1.3784], [0.2109, 0.3178, 0.4192], [1.4641, 0.7151, -0.1380], [0.1585, 0.4043, 1.7982], [0.9525, -0.6082, 2.4000], [-1.0292, -1.5288, 0.4702], [-0.7256, -1.7511, -1.9415], [1.4971, 1.7100, -0.3283], [1.6594, 0.1937, -0.9843], [1.8646, -0.3072, 2.2604]],
  "forces_ev_per_a": [[0.22, -0.29, 0.08], [-0.35, 0.87, -0.10], [0.15, -0.59, 0.24], [-0.19, 0.00, -0.06], [0.12, -0.11, -0.10], [0.41, 0.04, -0.29], [-0.16, -0.20, -0.05], [-0.48, 0.41, 0.29], [0.17, -0.48, -0.04], [0.10, 0.10, 0.11], [0.06, 0.10, 0.07], [-0.03, -0.10, -0.02], [0.08, 0.05, 0.03], [-0.10, 0.21, -0.16]],
  "total_energy_ev": -12325.982,
  "lumo_energy_ev": 0.4,
  "smiles": "[H]/N=C1\\[C@@H](O)[C@]1(N)OO",
  "de_lowest_kcal_mol": 144.0
}

{
  "formula": "C3H6N2O3",
  "method": "ωB97M-V/def2-TZVPD",
  "species": ["C", "N", "C", "C", "O", "O", "N", "O", "H", "H", "H", "H", "H", "H"],
  "xyz": [[1.4463, 1.0692, 0.6014], [0.6900, -0.1203, 0.0593], [-0.5255, 0.0506, -0.6852], [-1.6668, -0.6299, 0.0622], [-1.5854, -1.6212, 0.7544], [-2.7761, 0.0279, -0.1855], [1.4548, -1.1684, -0.4308], [2.6036, -1.3757, -0.0599], [1.3578, 1.1951, 1.7648], [1.1836, 1.8715, -0.1244], [2.5221, 0.7137, 0.5219], [-0.5976, 1.1405, -1.1282], [-0.6012, -0.6520, -1.4796], [-3.5055, -0.5009, 0.3294]],
  "forces_ev_per_a": [[0.55, -1.76, 0.85], [3.23, -0.05, 0.14], [0.00, 0.98, 0.34], [0.62, 0.51, 1.38], [0.05, 1.00, -0.88], [-3.29, -1.23, 1.34], [0.12, -0.90, -0.20], [-2.23, 1.63, 0.12], [-0.57, 0.27, -2.43], [0.46, 0.04, 1.30], [-1.08, 0.78, -0.28], [-0.48, -2.24, 1.24], [1.05, -0.40, -1.53], [1.57, 1.38, -1.39]],
  "total_energy_ev": -12327.797,
  "lumo_energy_ev": 0.5,
  "smiles": "CN(CC(=O)O)N=O",
  "de_lowest_kcal_mol": 102.2
}

{
  "formula": "C3H6N2O3S",
  "method": "ωB97M-V/def2-TZVPD",
  "species": ["N", "S", "O", "O", "C", "N", "C", "C", "O", "H", "H", "H", "H", "H", "H"],
  "xyz": [[-1.9274, 1.4272, -0.3706], [-1.4534, -0.1347, 0.0328], [-2.5019, -0.9626, -0.5343], [-1.2534, -0.2705, 1.4959], [0.2031, -0.3362, -0.6874], [0.8366, -1.4426, 0.0007], [1.6124, -0.5590, 0.8515], [1.1529, 0.6078, -0.0009], [1.4005, 1.7761, -0.1438], [-2.0995, 1.5516, -1.2924], [-1.4558, 2.1170, 0.2295], [0.1388, -0.3365, -1.7386], [1.2283, -2.2670, -0.5121], [2.6525, -0.6969, 0.8042], [1.4665, -0.4737, 1.8657]],
  "forces_ev_per_a": [[1.74, -1.56, 5.09], [-2.59, -0.20, 2.43], [1.60, 0.33, -0.34], [0.01, 1.12, -2.85], [-0.68, -1.00, 0.38], [-0.41, -1.41, -0.44], [1.42, 0.39, -1.91], [0.06, 1.45, 0.49], [-0.07, -1.05, 0.20], [-0.51, 0.84, -3.30], [-0.36, -0.15, -1.03], [-0.14, 0.01, -1.39], [-0.41, 1.58, 0.78], [1.79, -0.24, -0.50], [-1.42, -0.11, 2.39]],
  "total_energy_ev": -23163.718,
  "lumo_energy_ev": 0.3,
  "smiles": "NS(=O)(=O)[C@@H]1NCC1=O",
  "de_lowest_kcal_mol": 51.9
}

Repeat the second record exactly.
{
  "formula": "C3H6N2O3",
  "method": "ωB97M-V/def2-TZVPD",
  "species": ["C", "N", "C", "C", "O", "O", "N", "O", "H", "H", "H", "H", "H", "H"],
  "xyz": [[1.4463, 1.0692, 0.6014], [0.6900, -0.1203, 0.0593], [-0.5255, 0.0506, -0.6852], [-1.6668, -0.6299, 0.0622], [-1.5854, -1.6212, 0.7544], [-2.7761, 0.0279, -0.1855], [1.4548, -1.1684, -0.4308], [2.6036, -1.3757, -0.0599], [1.3578, 1.1951, 1.7648], [1.1836, 1.8715, -0.1244], [2.5221, 0.7137, 0.5219], [-0.5976, 1.1405, -1.1282], [-0.6012, -0.6520, -1.4796], [-3.5055, -0.5009, 0.3294]],
  "forces_ev_per_a": [[0.55, -1.76, 0.85], [3.23, -0.05, 0.14], [0.00, 0.98, 0.34], [0.62, 0.51, 1.38], [0.05, 1.00, -0.88], [-3.29, -1.23, 1.34], [0.12, -0.90, -0.20], [-2.23, 1.63, 0.12], [-0.57, 0.27, -2.43], [0.46, 0.04, 1.30], [-1.08, 0.78, -0.28], [-0.48, -2.24, 1.24], [1.05, -0.40, -1.53], [1.57, 1.38, -1.39]],
  "total_energy_ev": -12327.797,
  "lumo_energy_ev": 0.5,
  "smiles": "CN(CC(=O)O)N=O",
  "de_lowest_kcal_mol": 102.2
}

Please write out number 2 again, unchanged.
{
  "formula": "C3H6N2O3",
  "method": "ωB97M-V/def2-TZVPD",
  "species": ["C", "N", "C", "C", "O", "O", "N", "O", "H", "H", "H", "H", "H", "H"],
  "xyz": [[1.4463, 1.0692, 0.6014], [0.6900, -0.1203, 0.0593], [-0.5255, 0.0506, -0.6852], [-1.6668, -0.6299, 0.0622], [-1.5854, -1.6212, 0.7544], [-2.7761, 0.0279, -0.1855], [1.4548, -1.1684, -0.4308], [2.6036, -1.3757, -0.0599], [1.3578, 1.1951, 1.7648], [1.1836, 1.8715, -0.1244], [2.5221, 0.7137, 0.5219], [-0.5976, 1.1405, -1.1282], [-0.6012, -0.6520, -1.4796], [-3.5055, -0.5009, 0.3294]],
  "forces_ev_per_a": [[0.55, -1.76, 0.85], [3.23, -0.05, 0.14], [0.00, 0.98, 0.34], [0.62, 0.51, 1.38], [0.05, 1.00, -0.88], [-3.29, -1.23, 1.34], [0.12, -0.90, -0.20], [-2.23, 1.63, 0.12], [-0.57, 0.27, -2.43], [0.46, 0.04, 1.30], [-1.08, 0.78, -0.28], [-0.48, -2.24, 1.24], [1.05, -0.40, -1.53], [1.57, 1.38, -1.39]],
  "total_energy_ev": -12327.797,
  "lumo_energy_ev": 0.5,
  "smiles": "CN(CC(=O)O)N=O",
  "de_lowest_kcal_mol": 102.2
}